Entry from the OMol25 dataset: a 2-piece molecular cluster, C3H5NS overall in a non-equilibrium geometry (ωB97M-V/def2-TZVPD).

Geometry as XYZ:
```
10
Properties=species:S:1:pos:R:3
C 0.191 -1.469 -2.119
C 0.152 -1.228 1.641
C -1.294 -0.918 1.511
N 1.255 -1.445 1.690
S -0.739 -0.170 -2.373
H 0.024 -2.281 -1.505
H 1.099 -1.601 -2.645
H -1.349 0.141 1.764
H -1.601 -1.104 0.528
H -1.736 -1.636 2.281
```

Properties
**<S²>**: 2.005
**Gap between HOMO and LUMO (spin up / spin down)**: 8.04 / 8.39 eV
**Energy relative to the best compared isomer or geometry (same formula, charge and spin)**: 0.0 kcal per mole
**Multiplicity**: 3
**Net charge**: 0
**LUMO (spin up / spin down)**: 0.756 / -2.464 eV
**E_tot**: -570.11851 hartree

Entry from the OMol25 dataset: C26H36ClCoIOP2Sb as an isolated structure in a non-equilibrium geometry (ωB97M-V/def2-TZVPD).

Geometry as XYZ:
```
69
Properties=species:S:1:pos:R:3
C -0.009 0.867 -9.237
C -0.005 1.436 -7.846
H -0.006 1.683 -9.964
H -0.893 0.236 -9.362
H 0.871 0.229 -9.363
O 0.004 2.575 -7.518
I -0.017 -0.190 -6.304
Co -0.015 0.025 -1.409
P 2.297 -0.106 -1.501
C 3.259 1.097 -0.509
C 2.963 -1.727 -0.967
H 4.048 -1.774 -1.107
H 4.064 -0.065 -3.198
H 2.474 -2.505 -1.560
H 2.490 -0.640 -3.839
H 2.994 0.991 0.546
H 2.720 -1.887 0.087
C 2.979 0.090 -3.189
H 4.335 0.936 -0.632
H 2.749 1.094 -3.556
H 3.005 2.112 -0.825
P -2.329 -0.072 -1.498
C -3.273 1.147 -0.508
C -3.011 0.131 -3.186
H -2.544 -2.468 -1.554
H -4.105 -1.712 -1.098
H -2.777 -1.844 0.093
C -3.019 -1.682 -0.961
H -2.531 -0.605 -3.836
H -4.097 -0.010 -3.194
H -4.351 1.004 -0.631
H -3.002 2.158 -0.824
H -2.768 1.132 -3.554
H -3.010 1.038 0.548
Cl -0.030 -1.820 -2.921
C -0.761 4.299 3.177
C -0.049 4.144 1.986
C 0.244 2.864 1.509
C -0.171 1.727 2.216
C -0.886 1.890 3.413
C -1.180 3.172 3.889
Sb 0.392 -0.172 1.338
C 1.819 -0.475 2.966
C 3.188 -0.684 2.726
C 4.076 -0.885 3.786
C 3.608 -0.890 5.100
C 2.249 -0.700 5.353
C 1.361 -0.498 4.293
C -1.197 -1.489 1.907
C -0.976 -2.865 1.757
C -1.953 -3.784 2.153
C -3.155 -3.332 2.705
C -3.379 -1.961 2.864
C -2.403 -1.040 2.470
H -0.986 5.290 3.547
H 0.279 5.015 1.433
H 0.799 2.756 0.586
H -1.221 1.044 3.987
H -1.731 3.293 4.813
H 3.587 -0.698 1.730
H 5.129 -1.042 3.588
H 4.296 -1.048 5.921
H 1.882 -0.714 6.371
H 0.316 -0.375 4.514
H -0.043 -3.222 1.339
H -1.777 -4.845 2.035
H -3.910 -4.043 3.012
H -4.310 -1.612 3.292
H -2.600 0.009 2.598
```

Properties
**<S²>**: 6.041
**Gap between HOMO and LUMO (spin up / spin down)**: 6.72 / 2.21 eV
**Energy relative to the best compared isomer or geometry (same formula, charge and spin)**: 0.0 kcal per mole
**Multiplicity**: 5
**Net charge**: +2
**LUMO (spin up / spin down)**: -6.424 / -11.174 eV
**E_tot**: -4150.57066 hartree

Entry from the OMol25 dataset: C18H53AlB2N3O6 as an isolated structure in a non-equilibrium geometry (ωB97M-V/def2-TZVPD).

Geometry as XYZ:
```
83
Properties=species:S:1:pos:R:3
Al 0.033 0.418 -0.440
B 0.948 3.312 -0.283
H 1.244 2.657 0.521
H -0.123 3.204 -0.362
H 1.191 4.337 -0.050
H 1.335 2.863 -1.185
B 0.765 -1.981 -2.064
H 0.374 -1.160 -2.644
H 0.885 -2.863 -2.675
H 1.689 -1.787 -1.543
H 0.061 -2.223 -1.283
C 3.082 1.416 5.780
O 2.308 1.223 4.601
C 1.124 2.059 4.603
C 0.441 2.117 3.247
N 0.255 0.771 2.691
C -1.038 0.185 3.234
C -1.135 -1.276 2.886
O -1.130 -1.466 1.505
C -1.551 -2.782 1.124
H 2.436 1.422 6.658
H 3.532 2.409 5.786
H 3.860 0.653 5.810
H 1.424 3.052 4.936
H 0.478 1.737 5.420
H 1.194 2.687 2.704
H -0.491 2.681 3.275
H 0.982 0.213 3.115
H -1.882 0.775 2.878
H -1.057 0.307 4.317
H -2.119 -1.625 3.199
H -0.441 -2.010 3.297
H -0.971 -3.499 1.704
H -1.390 -2.953 0.059
H -2.593 -2.908 1.420
C 0.571 1.798 -4.029
O 1.361 1.151 -2.942
C 2.778 1.485 -2.990
C 3.696 0.739 -1.913
N 3.157 0.743 -0.514
C 3.930 -0.139 0.308
C 3.147 -0.274 1.622
O 1.957 -1.083 1.432
C 2.126 -2.497 1.403
H -0.355 1.252 -4.208
H 1.100 1.738 -4.980
H 0.404 2.833 -3.731
H 2.874 2.570 -2.941
H 3.156 1.369 -4.006
H 4.620 1.316 -1.952
H 3.851 -0.288 -2.245
H 3.388 1.658 -0.154
H 4.951 0.113 0.593
H 3.973 -1.123 -0.160
H 2.828 0.698 1.998
H 3.805 -0.702 2.378
H 2.546 -2.958 2.297
H 2.815 -2.803 0.616
H 1.194 -2.990 1.125
C -4.047 -4.758 -1.670
O -3.479 -3.560 -1.142
C -4.396 -2.411 -1.506
C -3.674 -1.147 -0.997
N -2.385 -0.921 -1.732
C -2.539 -0.252 -2.991
C -2.766 1.286 -2.914
O -1.782 2.038 -2.160
C -2.155 3.415 -2.131
H -4.990 -4.958 -1.160
H -3.369 -5.591 -1.486
H -4.125 -4.741 -2.757
H -5.408 -2.458 -1.106
H -4.443 -2.381 -2.595
H -3.485 -1.316 0.063
H -4.334 -0.284 -1.088
H -1.916 -1.804 -1.879
H -3.221 -0.795 -3.645
H -1.608 -0.400 -3.538
H -3.777 1.402 -2.524
H -2.833 1.604 -3.955
H -1.311 4.104 -2.079
H -2.806 3.598 -1.276
H -2.746 3.755 -2.981
```

Properties
**<S²>**: 0.968
**Gap between HOMO and LUMO (spin up / spin down)**: 4.68 / 3.75 eV
**Multiplicity**: 2
**Net charge**: +2
**LUMO (spin up / spin down)**: -9.960 / -10.920 eV
**E_tot**: -1624.29432 hartree

Entry from the OMol25 dataset: one molecule with the formula C7H7N3O2 in a non-equilibrium geometry (ωB97M-V/def2-TZVPD).

Geometry as XYZ:
```
19
Properties=species:S:1:pos:R:3
O 0.986 0.529 -1.440
N 1.626 0.504 -0.405
C 2.397 -0.523 0.029
C 1.659 -1.730 -0.025
C 0.296 -1.698 0.147
C -0.667 -0.627 0.122
N -1.940 -1.135 -0.072
N -2.816 -0.184 -0.408
C -2.179 0.961 -0.424
C -0.849 0.782 -0.020
C -0.092 1.994 0.428
O 1.380 1.676 0.510
H 3.315 -0.230 0.500
H 2.293 -2.692 0.287
H -0.242 -2.546 0.327
H -2.190 -2.106 -0.423
H -2.637 1.918 -0.455
H -0.084 2.336 1.532
H -0.256 2.771 -0.209
```

Properties
**Gap between HOMO and LUMO (spin up / spin down)**: 7.61 / 7.39 eV
**Energy relative to the best compared isomer or geometry (same formula, charge and spin)**: 189.4 kcal per mole
**Net charge**: 0
**Structure (SMILES)**: [O-]/[N+]1=C\C=C/c2[nH]ncc2CO1
**LUMO (spin up / spin down)**: -0.116 / -0.513 eV
**E_tot**: -585.42836 hartree

Question: Which formula does entry 1 have?
Answer: C3H5NS